[1]
Below is a molecular structure, C12H30ClN2O4, with properties calculated with the ωB97M-V functional and the def2-TZVPD basis.

Summary:
Total charge ... -1
ΔE to the lowest compared entry with this formula, charge and spin ... 7.7283 eV
HOMO ... -1.613 eV
E_tot ... -1345.58959 a.u.
Gap between HOMO and LUMO ... 4.78 eV
Largest force on an atom ... 0.1056 hartree/bohr
Spin multiplicity ... 1

```
49
Properties=species:S:1:pos:R:3:lowdin_charge:R:1
Cl -0.166 -0.940 0.948 0.475
C -1.219 0.840 4.687 -0.140
O -0.926 0.762 3.299 -0.165
C 0.309 1.293 3.156 -0.312
C 0.713 1.124 1.678 -0.461
N -0.251 1.614 0.735 -0.093
C -0.529 3.175 0.862 -0.142
C 0.729 4.078 0.832 -0.222
O 1.188 3.894 -0.527 -0.225
C 2.443 4.508 -0.750 -0.128
H -2.291 0.641 4.707 0.079
H -1.238 1.819 5.167 0.074
H -0.803 0.188 5.454 0.080
H 1.015 0.739 3.775 0.116
H 0.408 2.344 3.429 0.095
H 0.794 0.052 1.499 -0.236
H 1.719 1.508 1.506 0.095
H 0.171 1.560 -0.181 0.078
H -0.986 3.310 1.843 0.089
H -1.242 3.522 0.115 0.099
H 1.469 3.658 1.515 0.095
H 0.515 5.134 0.996 0.109
H 2.068 5.466 -1.109 0.078
H 2.865 4.070 -1.654 0.077
H 3.164 4.521 0.068 0.085
C -3.839 -1.085 -2.372 -0.102
O -2.660 -1.453 -1.582 -0.165
C -2.492 -2.844 -1.470 -0.230
C -1.541 -3.240 -0.284 -0.250
N -0.171 -2.797 -0.524 -0.276
C 0.587 -3.654 -1.428 -0.225
C 1.939 -3.011 -1.841 -0.191
O 1.561 -1.890 -2.719 -0.169
C 2.803 -1.328 -3.195 -0.138
H -4.107 -1.554 -3.319 0.071
H -3.903 -0.001 -2.470 0.079
H -4.709 -1.378 -1.784 0.067
H -2.033 -3.344 -2.323 0.095
H -3.486 -3.286 -1.398 0.099
H -1.572 -4.319 -0.134 0.090
H -1.772 -2.800 0.686 0.061
H 0.284 -2.704 0.373 -0.045
H -0.020 -3.855 -2.311 0.096
H 0.728 -4.623 -0.948 0.093
H 2.425 -3.808 -2.405 0.099
H 2.606 -2.804 -1.004 0.114
H 3.291 -1.018 -2.271 0.074
H 2.686 -0.269 -3.426 0.075
H 3.475 -1.814 -3.903 0.079
```



[2]
Below is a molecular structure, C12H30Cr2KO24P2, with properties calculated with the ωB97M-V functional and the def2-TZVPD basis.

Summary:
Total charge ... -3
Expectation value of S² ... 12.359
HOMO (spin up / spin down) ... 1.001 / 0.657 eV
E_tot ... -5652.49790 a.u.
Gap between HOMO and LUMO (spin up / spin down) ... 3.29 / 3.57 eV
Largest force on an atom ... 0.1934 hartree/bohr
Spin multiplicity ... 7

```
71
Properties=species:S:1:pos:R:3:mulliken_spin:R:1
K -3.634 -1.917 2.958 0.045
Cr -3.284 1.012 0.423 2.692
Cr 0.018 1.047 -1.367 3.017
P -1.897 2.760 -1.989 0.036
O -1.063 1.803 -2.862 -0.013
O -2.054 4.178 -2.503 -0.018
O -0.653 2.882 -1.037 -0.054
O -3.059 2.201 -1.104 0.006
P -0.746 -0.543 0.459 1.706
O -0.299 -0.931 -1.041 -0.290
O -1.614 0.440 -0.399 -0.516
O 0.316 0.658 0.612 -0.133
O -2.186 -0.511 1.161 -0.320
C -3.457 2.294 2.870 0.018
O -2.937 2.712 1.755 -0.141
O -4.322 3.069 3.407 -0.007
O -3.949 1.137 2.508 -0.179
C -5.784 0.089 0.085 0.020
O -4.641 -0.423 -0.254 -0.051
O -6.541 -0.251 1.029 -0.001
O -5.444 1.382 0.121 -0.128
C 2.800 1.720 -2.256 0.003
C 2.441 0.546 -3.216 0.012
O 1.014 0.257 -3.091 0.021
O 1.921 1.951 -1.133 -0.003
H 3.032 2.639 -2.803 -0.001
H 3.812 1.478 -1.894 0.000
H 2.798 -0.438 -2.905 0.000
H 2.698 0.771 -4.251 0.002
H 0.740 -0.450 -3.678 0.010
H 2.416 2.648 -0.691 0.003
C -2.519 -2.958 -1.989 0.005
C -2.984 -1.860 -2.957 -0.005
O -4.369 -1.545 -2.838 0.001
O -2.667 -2.778 -0.595 0.004
H -1.487 -3.167 -2.313 0.000
H -3.052 -3.891 -2.225 0.000
H -2.810 -2.209 -3.977 0.000
H -2.390 -0.961 -2.754 0.008
H -4.503 -1.292 -1.899 0.003
H -2.793 -1.816 -0.536 0.013
C 1.185 -4.021 -0.820 0.017
C 2.428 -4.751 -0.380 0.002
O 3.427 -4.579 -1.423 0.000
O 1.507 -2.741 -1.333 0.038
H 0.305 -3.974 -0.168 0.015
H 0.708 -4.547 -1.665 0.004
H 2.370 -5.845 -0.389 0.000
H 2.873 -4.504 0.588 0.001
H 3.160 -3.713 -1.773 0.000
H 0.663 -2.191 -1.208 0.061
C 2.987 -1.047 1.594 0.053
C 4.462 -1.123 1.918 0.002
O 5.056 -0.207 0.989 0.000
O 2.547 0.217 2.074 -0.003
H 2.362 -1.791 2.109 0.022
H 2.740 -1.074 0.530 -0.026
H 4.918 -2.106 1.775 0.000
H 4.623 -0.940 2.986 -0.001
H 4.443 0.537 0.919 0.000
H 1.776 0.510 1.524 0.009
C 1.073 2.870 3.467 0.001
C 0.535 4.183 3.992 0.000
O 1.101 5.333 3.348 0.000
O 1.119 2.753 2.048 0.006
H 0.580 1.996 3.899 0.002
H 2.124 2.809 3.785 0.000
H 0.959 4.083 5.006 0.000
H -0.549 4.244 4.084 0.000
H 0.734 6.065 3.851 0.000
H 0.918 1.816 1.845 0.031
```



[3]
Below is 4 unconnected molecules or ions with the total composition C12H30N10O5P, with properties calculated with the ωB97M-V functional and the def2-TZVPD basis.

Summary:
Total charge ... +1
HOMO ... -11.122 eV
E_tot ... -1740.16974 a.u.
Gap between HOMO and LUMO ... 7.93 eV
Largest force on an atom ... 0.0380 hartree/bohr
Spin multiplicity ... 1

```
58
Properties=species:S:1:pos:R:3:lowdin_charge:R:1
C 3.773 -0.203 0.807 -0.068
C 3.377 -0.636 -0.609 -0.204
N 1.931 -0.986 -0.665 0.042
C 1.204 -0.583 -1.737 -0.248
C 1.498 -0.691 -3.069 -0.308
O 2.575 -1.199 -3.678 -0.021
N 2.350 -2.601 -4.297 0.096
O 1.576 -3.212 -3.730 0.139
N 0.426 -0.151 -3.768 0.188
C -0.493 0.254 -2.913 -0.091
N -0.055 0.033 -1.663 -0.110
P -0.825 0.327 -0.087 1.055
C -1.218 2.100 0.078 -0.385
C -1.408 2.999 -1.162 -0.123
C -2.335 -0.682 -0.053 -0.404
C -1.980 -2.158 -0.246 -0.163
H 3.956 0.871 0.841 0.079
H 4.658 -0.730 1.158 0.049
H 2.981 -0.409 1.531 0.075
H 3.552 0.168 -1.326 0.114
H 3.940 -1.523 -0.899 0.110
H 1.440 -0.784 0.201 0.059
H 0.379 -0.087 -4.774 0.186
H -1.443 0.699 -3.158 0.154
H -0.478 2.543 0.743 0.058
H -2.151 2.104 0.652 0.076
H -0.788 3.892 -1.064 0.073
H -2.434 3.358 -1.253 0.076
H -1.114 2.538 -2.102 0.026
H -2.688 -0.528 0.972 0.089
H -3.122 -0.388 -0.753 0.073
H -1.310 -2.499 0.550 0.072
H -2.884 -2.761 -0.222 0.058
H -1.442 -2.325 -1.183 0.060
C 6.138 -1.490 4.165 -0.673
O 5.856 -0.829 3.178 0.014
N 6.052 -2.854 4.182 0.151
N 6.562 -0.915 5.328 0.152
H 6.282 -3.412 4.982 0.094
H 5.749 -3.307 3.342 0.101
H 6.639 0.085 5.344 0.104
H 6.802 -1.436 6.149 0.095
C -1.875 4.938 2.775 -0.681
O -1.859 3.726 2.917 0.010
N -3.022 5.671 2.877 0.153
N -0.741 5.657 2.506 0.151
H -3.055 6.667 2.772 0.095
H -3.867 5.173 3.084 0.105
H 0.122 5.150 2.450 0.100
H -0.731 6.653 2.396 0.094
C -5.497 -2.978 -2.417 -0.668
O -4.750 -2.271 -1.754 0.007
N -5.122 -3.515 -3.616 0.153
N -6.759 -3.284 -2.006 0.158
H -5.719 -4.097 -4.172 0.097
H -4.198 -3.311 -3.943 0.099
H -7.063 -2.904 -1.129 0.107
H -7.388 -3.862 -2.530 0.098
```



[4]
Below is 2 unconnected molecules or ions with the total composition C12H30N2O4, with properties calculated with the ωB97M-V functional and the def2-TZVPD basis.

Summary:
Total charge ... 0
ΔE to the lowest compared entry with this formula, charge and spin ... 0.0000 eV
HOMO ... -9.058 eV
E_tot ... -885.57562 a.u.
Gap between HOMO and LUMO ... 9.90 eV
Largest force on an atom ... 0.0221 hartree/bohr
Spin multiplicity ... 1

```
48
Properties=species:S:1:pos:R:3:lowdin_charge:R:1
C -1.364 0.932 5.102 -0.109
O -0.981 1.192 3.765 -0.193
C 0.110 0.426 3.286 -0.206
C -0.263 -0.969 2.767 -0.430
C -0.545 -1.987 3.868 -0.071
N -1.401 -0.932 1.845 0.049
H -0.498 0.695 5.727 0.089
H -2.091 0.118 5.162 0.075
H -1.836 1.835 5.490 0.086
H 0.519 0.998 2.449 0.120
H 0.895 0.366 4.051 0.119
H 0.603 -1.328 2.204 0.135
H -1.524 -1.836 4.322 0.063
H -0.537 -2.996 3.455 0.074
H 0.210 -1.939 4.655 0.077
H -1.163 -0.330 1.061 0.052
H -2.159 -0.443 2.314 0.069
C 2.225 -1.540 -2.319 -0.076
C 3.349 -1.299 -1.340 -0.266
O 3.494 0.038 -0.890 -0.143
C 3.709 1.006 -1.891 -0.181
C 2.452 1.886 -2.164 -0.191
O 1.311 1.276 -1.624 -0.139
C 0.161 2.093 -1.728 -0.244
N -0.958 1.333 -1.207 -0.016
C -2.227 1.534 -1.921 -0.168
C -2.902 0.191 -2.329 -0.225
O -1.958 -0.847 -2.414 -0.199
C -2.523 -2.147 -2.354 -0.100
H 2.399 -1.067 -3.281 0.072
H 2.144 -2.607 -2.510 0.076
H 1.275 -1.183 -1.938 0.069
H 3.131 -1.882 -0.449 0.114
H 4.297 -1.680 -1.727 0.114
H 4.076 0.565 -2.814 0.114
H 4.489 1.660 -1.513 0.115
H 2.326 2.044 -3.237 0.120
H 2.615 2.853 -1.682 0.114
H 0.333 2.999 -1.137 0.130
H -0.001 2.348 -2.776 0.125
H -1.095 1.652 -0.256 0.100
H -2.936 2.025 -1.261 0.109
H -2.103 2.150 -2.803 0.103
H -3.692 -0.053 -1.619 0.110
H -3.370 0.330 -3.310 0.116
H -2.041 -2.767 -3.103 0.082
H -3.591 -2.145 -2.564 0.079
H -2.367 -2.568 -1.362 0.085
```